1.
The molecule C7H12O4 in a non-equilibrium geometry. Source: the OMol25 dataset; level of theory: ωB97M-V/def2-TZVPD.

Each line ends with the natural charge from an NBO analysis.
Cartesian coordinates (Å):
C 0.31913 -0.96232 -1.25873  0.40
C -1.69916 0.29672 0.78494  0.23
C 0.43525 0.17788 -0.41329  0.23
C -0.19596 0.25933 1.02474  -0.18
C 0.00113 -0.89161 1.98215  -0.60
C 0.21971 1.54903 1.73819  -0.67
C 1.02178 -0.81540 -2.70992  -0.16
O -0.15937 -2.07325 -1.01136  -0.61
O -2.31908 1.45271 0.80982  -0.65
O 0.76680 1.33888 -1.04245  -0.68
O 0.65509 -1.97798 -3.37252  -0.74
H -2.23689 -0.61656 0.41500  0.21
H -0.57675 -1.78272 1.46724  0.24
H -0.50589 -0.57904 2.86631  0.21
H 1.08988 -1.05680 2.29452  0.22
H -0.55434 1.57324 2.47056  0.22
H 0.45714 2.42336 1.06011  0.24
H 1.17694 1.40564 2.29571  0.24
H 2.16525 -0.78914 -2.49994  0.18
H 0.66589 0.02397 -3.38360  0.17
H -1.65969 2.26202 0.97511  0.51
H 0.54945 1.33646 -1.99951  0.50
H 0.38370 -2.55441 -2.49309  0.48

The multiplicity is 1.

=====

2.
The molecule C7H14. Source: the OMol25 dataset; level of theory: ωB97M-V/def2-TZVPD.

Each line ends with the natural charge from an NBO analysis.
Cartesian coordinates (Å):
C -0.73529 -0.56573 1.70634  -0.60
C -0.00468 -0.45083 0.36135  -0.06
C -0.85731 -1.15932 -0.69915  -0.61
C 1.37298 -1.14936 0.46387  -0.61
C 0.21000 1.03368 0.05082  -0.21
C -0.64255 1.83462 -0.89694  -0.42
C 0.76681 1.49974 -1.26243  -0.43
H -0.13605 -0.13673 2.51805  0.20
H -1.69638 -0.04003 1.68385  0.21
H -0.92724 -1.61688 1.95257  0.21
H -0.96329 -2.21638 -0.42988  0.21
H -1.86475 -0.73379 -0.76222  0.21
H -0.40312 -1.12235 -1.69639  0.21
H 2.16600 -0.53714 0.03124  0.22
H 1.64584 -1.36123 1.50182  0.21
H 1.37800 -2.10522 -0.07070  0.21
H 0.56573 1.59175 0.91823  0.21
H -1.43291 1.32946 -1.43900  0.21
H -0.87499 2.86079 -0.63741  0.21
H 1.50869 2.28874 -1.25835  0.21
H 0.92450 0.75618 -2.03567  0.21

Its SMILES is CC(C)(C)C1CC1. The multiplicity is 1.

=====

3.
The molecule C7H14N2. Source: the OMol25 dataset; level of theory: ωB97M-V/def2-TZVPD.

Each line ends with the natural charge from an NBO analysis.
Cartesian coordinates (Å):
C 2.25629 -0.51226 -0.87622  -0.41
C 1.47186 0.22222 -0.09993  0.02
C 2.01668 1.06363 1.01898  -0.64
C 0.00796 0.30181 -0.30003  -0.11
C -0.50402 1.67717 -0.64914  -0.64
C -0.79997 -0.76324 -0.19012  0.18
C -0.31765 -2.15882 0.09224  -0.66
N -2.19789 -0.66161 -0.35008  -0.47
N -2.94111 0.22172 0.47995  -0.65
H 1.86042 -1.09430 -1.69049  0.20
H 3.32390 -0.54923 -0.73268  0.19
H 3.09308 0.94006 1.10767  0.21
H 1.79937 2.11699 0.84899  0.22
H 1.55026 0.77658 1.96153  0.21
H -0.81993 2.23705 0.23349  0.21
H 0.28236 2.24501 -1.14265  0.22
H -1.34436 1.59551 -1.33581  0.22
H 0.74308 -2.16941 0.32112  0.24
H -0.49243 -2.79517 -0.77548  0.22
H -0.86642 -2.58173 0.93533  0.21
H -2.63891 -1.57502 -0.30346  0.36
H -2.50429 0.32190 1.39724  0.33
H -2.97828 1.14113 0.04954  0.35

Its SMILES is C=C(C)/C(C)=C(\C)NN. The multiplicity is 1.

=====

4.
The ion C6H9N2 with charge +1 in a non-equilibrium geometry. Source: the OMol25 dataset; level of theory: ωB97M-V/def2-TZVPD.

Each line ends with the natural charge from an NBO analysis.
Cartesian coordinates (Å):
C 0.85220 1.45251 0.18254  0.57
C 1.23597 -0.59590 0.49223  0.09
C -0.50450 -0.02859 -0.60498  0.55
C -2.83373 -0.40811 -1.06662  -0.58
C 2.58890 0.93950 1.78296  -0.44
C -1.35497 -0.88385 -1.47160  -0.51
N -0.34145 1.13592 -0.20773  -0.49
N 1.46855 0.58267 0.97276  -0.43
H 2.10674 -1.33329 0.55574  0.22
H -2.87374 -0.12979 0.00815  0.23
H -3.29441 -1.43391 -1.39226  0.24
H -3.32094 0.35579 -1.62716  0.24
H 3.14858 1.76898 1.40158  0.25
H 2.17032 1.07504 2.84577  0.26
H 3.42716 0.13092 1.82837  0.25
H -1.10741 -0.72689 -2.47680  0.27
H -1.36726 -1.90101 -1.22294  0.26

As for the total charge: +1. The multiplicity is 3.

=====

5.
A structure of composition C9H10HgN2O4S in a non-equilibrium geometry. Source: the OMol25 dataset; level of theory: ωB97M-V/def2-TZVPD.

Each line ends with the natural charge from an NBO analysis.
Cartesian coordinates (Å):
Hg -0.92019 -0.09209 -0.68375  1.44
C -1.70648 -1.50524 0.65248  0.34
O -2.13257 -2.28077 1.38943  -0.32
C -2.62055 -0.52980 -1.74333  0.35
O -3.57109 -0.77855 -2.32993  -0.27
C -0.01070 -1.59852 -1.60617  0.36
O 0.52371 -2.45655 -2.14059  -0.29
C -1.94894 1.28818 0.30971  0.36
O -2.53022 2.09218 0.87881  -0.29
C 1.15609 3.36508 -3.67269  -0.41
H 1.22548 4.21175 -2.94805  0.21
H 2.13506 2.85704 -3.84780  0.21
C 0.12900 3.18092 -4.43378  -0.41
H 0.14977 2.50195 -5.32000  0.21
H -0.75978 3.85664 -4.42021  0.21
S 1.16912 0.75810 0.15322  -0.29
C 1.04710 -0.36442 1.53762  0.36
N 0.44995 -0.05651 2.65140  -0.57
C 0.45979 -1.19701 3.58291  -0.24
C 1.19134 -2.28630 2.76412  -0.24
N 1.49088 -1.58522 1.50552  -0.57
H -0.01591 0.85786 2.91766  0.47
H -0.55643 -1.49310 3.81058  0.22
H 1.01062 -0.93402 4.47595  0.25
H 0.54158 -3.13033 2.56446  0.22
H 2.11113 -2.59381 3.24363  0.25
H 1.98223 -2.08744 0.70878  0.46

As for the total charge: +2. The multiplicity is 1.

=====

6.
A structure of composition C39H34Cl5CuF3N2OSSbSi. Source: the OMol25 dataset; level of theory: ωB97M-V/def2-TZVPD.

Each line ends with the Mulliken spin population.
Cartesian coordinates (Å):
Cu -1.61409 0.80791 0.66741  0.66
C -2.05456 -1.16146 -5.64788  0.00
Si -0.97018 0.21017 -4.91816  0.00
C 0.78124 -0.39931 -4.61387  0.00
C -0.85746 1.62883 -6.17475  0.00
C -1.93490 0.94136 -3.46088  0.00
C -2.93205 1.86313 -3.71994  0.00
C -3.66622 2.45685 -2.69027  0.00
C -3.35435 2.10638 -1.39886  0.00
N -2.41106 1.20698 -1.10623  0.06
C -1.70346 0.60132 -2.09816  0.01
S -0.58530 -0.57017 -1.56645  0.04
H -1.66697 -1.52719 -6.60187  0.00
H -3.06947 -0.79370 -5.81516  0.00
H -2.11664 -2.00806 -4.96086  0.00
H 1.30642 -0.56376 -5.55961  0.00
H 0.77664 -1.32808 -4.04656  0.00
H 1.34463 0.33019 -4.02918  0.00
H -0.36093 1.31563 -7.09586  0.00
H -0.28988 2.46035 -5.75132  0.00
H -1.84469 2.00678 -6.44694  0.00
H -3.15782 2.14562 -4.74252  0.00
H -4.44355 3.18148 -2.88729  0.00
H -3.87389 2.54520 -0.55536  0.00
C -0.51478 0.54437 3.29842  -0.01
O -0.23553 0.49673 1.93107  0.11
H -0.97106 1.49965 3.59946  0.00
H 0.41583 0.43608 3.87398  0.00
H -1.20205 -0.25926 3.61535  0.00
F -2.85625 -6.03806 1.86199  0.00
C -3.74488 -5.24023 1.24620  0.00
F -4.87968 -5.27214 1.97811  0.00
F -4.04031 -5.81550 0.06003  0.00
C -3.24163 -3.83867 1.07335  0.00
C -4.04658 -2.90865 0.42929  0.00
C -3.57832 -1.61272 0.31942  0.00
N -2.39875 -1.23727 0.80205  0.00
C -1.61454 -2.13691 1.38360  -0.01
C -1.99641 -3.46031 1.54550  0.00
H -5.01304 -3.18745 0.03197  0.00
H -4.15963 -0.84130 -0.17076  0.00
H -0.65104 -1.76567 1.71781  0.01
H -1.33516 -4.16650 2.02649  0.00
Cl -0.58383 3.92748 0.54768  0.00
C -2.06530 3.70036 1.42122  0.05
C -2.51281 2.39924 1.60520  0.08
C -3.68900 2.26530 2.33771  -0.02
Cl -4.31166 0.68564 2.68998  0.00
C -4.40502 3.35847 2.83111  0.01
Cl -5.86345 3.13932 3.72767  0.00
C -3.93939 4.64673 2.58655  -0.01
Cl -4.83881 6.01238 3.12914  0.00
C -2.74986 4.82076 1.88502  0.01
Cl -2.16006 6.41326 1.58930  0.00
C 6.02553 0.03958 -2.41408  0.00
C 6.18972 0.69822 -1.20482  0.00
C 5.13170 0.78750 -0.30719  0.00
C 3.89736 0.20259 -0.58606  0.00
C 3.74849 -0.44068 -1.81604  0.00
C 4.79689 -0.52712 -2.72076  0.00
Sb 2.05034 0.50451 0.59564  0.00
C 1.99976 -1.58728 1.16671  0.00
C 2.23679 -2.02211 2.46786  0.00
C 2.21949 -3.37645 2.77922  0.00
C 1.95160 -4.31568 1.79364  0.00
C 1.67282 -3.89237 0.50227  0.00
C 1.68903 -2.53833 0.19604  0.00
C 3.09329 1.16229 2.37769  0.00
C 4.25468 0.57340 2.87546  0.00
C 4.86620 1.06422 4.02101  0.00
C 4.31857 2.15086 4.69125  0.00
C 3.15951 2.74279 4.21249  0.00
C 2.55704 2.25022 3.06157  0.00
H 6.84651 -0.01805 -3.11905  0.00
H 7.14281 1.15523 -0.96203  0.00
H 5.27609 1.33151 0.61705  0.00
H 2.78497 -0.87038 -2.07689  0.00
H 4.65218 -1.02422 -3.67351  0.00
H 2.42959 -1.30367 3.25364  0.00
H 2.42654 -3.70070 3.79263  0.00
H 1.95391 -5.37250 2.03304  0.00
H 1.45097 -4.61997 -0.27003  0.00
H 1.43928 -2.21631 -0.80985  0.00
H 4.68553 -0.28038 2.36501  0.00
H 5.77113 0.59766 4.39303  0.00
H 4.79216 2.52989 5.58908  0.00
H 2.72498 3.58637 4.73549  0.00
H 1.64607 2.70774 2.68714  0.00

As for the total charge: -1. The multiplicity is 2.

=====

Result set for energy relative to the best compared isomer or geometry (same formula, charge and spin): 83.5, 20.4, 42.2, 109.4, 101.4, 0.0 kcal/mol, one per record in the order listed.